# 1
# C21H21NO6

An isolated molecule of C21H21NO6 in a non-equilibrium geometry (ωB97M-V/def2-TZVPD, OMol25).

The geometry in XYZ format:
```
49
Properties=species:S:1:pos:R:3
C 3.392 3.737 1.213
O 3.670 2.508 0.589
C 2.736 1.523 0.645
C 1.515 1.629 1.283
C 0.603 0.578 1.267
C 0.960 -0.579 0.620
C 2.218 -0.740 0.008
C 3.121 0.323 -0.023
O 4.333 0.402 -0.594
C 4.735 -0.511 -1.594
C 2.292 -2.161 -0.405
O 3.191 -2.803 -0.882
O 1.119 -2.754 -0.096
C 0.186 -1.840 0.457
C -1.070 -1.766 -0.504
C -1.728 -0.412 -0.445
C -1.096 0.658 -1.092
C -1.673 1.897 -0.991
C -2.855 2.091 -0.277
C -3.499 1.048 0.333
C -2.921 -0.224 0.241
C -3.660 -1.393 0.826
C -2.772 -2.624 0.965
N -2.027 -2.814 -0.262
C -1.503 -4.152 -0.427
O -3.206 3.415 -0.329
C -2.220 4.044 -1.119
O -1.254 3.094 -1.513
H 4.268 4.359 1.033
H 3.248 3.620 2.291
H 2.512 4.221 0.777
H 1.244 2.540 1.791
H -0.352 0.674 1.756
H 4.900 -1.512 -1.195
H 3.990 -0.568 -2.392
H 5.666 -0.108 -1.989
H -0.145 -2.238 1.423
H -0.668 -1.916 -1.514
H -0.188 0.516 -1.654
H -4.423 1.198 0.864
H -4.489 -1.631 0.152
H -4.087 -1.126 1.794
H -2.118 -2.512 1.847
H -3.393 -3.508 1.126
H -0.975 -4.211 -1.376
H -0.810 -4.454 0.369
H -2.340 -4.850 -0.448
H -2.690 4.486 -2.013
H -1.735 4.843 -0.534
```

Properties
**Net charge**: 0
**Structure (SMILES)**: COc1ccc2c(c1OC)C(=O)O[C@@H]2[C@@H]1c2cc3c(cc2CCN1C)OCO3
**Orbital gap**: 0.31549 hartree
**Multiplicity**: 1
**Energy above the lowest of the compared OMol25 structures with the same formula, charge and spin**: 69.4 kcal per mole
**Calculated total energy**: -35891.70567 eV
**Max |F|**: 1.25 eV Å⁻¹

***

# 2
# C21H22AgN5O

A structure of composition C21H22AgN5O (ωB97M-V/def2-TZVPD, OMol25).

The geometry in XYZ format:
```
50
Properties=species:S:1:pos:R:3
Ag 0.490 -0.581 -2.296
C 2.209 4.476 2.450
C 1.503 3.339 1.756
C 0.968 2.267 2.469
C 0.350 1.215 1.828
C 0.198 1.155 0.422
N -0.358 0.087 -0.228
C -1.398 -0.623 0.316
C -2.426 -0.033 1.084
C -3.496 -0.751 1.574
C -3.633 -2.114 1.322
C -4.813 -2.904 1.830
C -2.655 -2.712 0.548
C -1.563 -2.003 0.056
N -0.591 -2.768 -0.670
C 0.020 -3.871 -0.196
C 0.732 -4.437 -1.230
C 0.490 -3.594 -2.319
N -0.329 -2.597 -1.983
C 0.760 2.244 -0.285
C 1.394 3.292 0.378
N 0.652 2.379 -1.708
C 0.192 3.481 -2.334
C 0.404 3.317 -3.685
C 1.003 2.059 -3.792
N 1.169 1.504 -2.592
H 1.853 4.587 3.473
H 2.042 5.417 1.926
H 3.287 4.299 2.487
H 1.052 2.250 3.551
H -0.032 0.388 2.410
H -2.365 1.030 1.275
H -4.254 -0.236 2.155
H -5.244 -2.437 2.715
H -4.514 -3.920 2.090
H -5.595 -2.969 1.070
H -2.735 -3.767 0.310
H -0.089 -4.172 0.832
H 1.348 -5.318 -1.199
H 0.845 -3.689 -3.332
H 1.820 4.095 -0.214
H -0.253 4.292 -1.784
H 0.141 3.994 -4.479
H 1.346 1.547 -4.676
C 3.708 -1.249 -0.268
O 2.330 -1.246 -0.616
H 3.927 -2.016 0.480
H 4.034 -0.276 0.109
H 4.267 -1.476 -1.174
H 1.808 -0.956 0.143
```

Properties
**Net charge**: 0
**Orbital gap**: 0.26455 hartree
**Multiplicity**: 1
**Calculated total energy**: -35629.99350 eV
**Max |F|**: 0.35 eV Å⁻¹

***

# 3
# C21H22BBr48NO4

A structure of composition C21H22BBr48NO4 in a non-equilibrium geometry (ωB97M-V/def2-TZVPD, OMol25).

The geometry in XYZ format:
```
97
Properties=species:S:1:pos:R:3
C 2.496 -2.686 -1.903
C 2.092 -1.268 -1.120
O 3.013 -0.446 -0.611
O 0.652 -0.954 -1.073
C 0.271 -0.256 -2.346
O 1.230 0.191 -3.179
C -1.353 -0.137 -2.623
B -1.897 -1.716 -2.746
O -3.005 -2.179 -1.868
C -2.568 -3.385 -1.090
N -2.179 -4.631 -0.908
H 2.567 -3.531 -1.065
H 3.529 -2.579 -2.474
H 1.654 -2.908 -2.689
H -1.816 0.318 -1.632
H -1.637 0.455 -3.592
H -1.404 -2.480 -3.518
C -0.024 3.459 -3.809
Br 0.315 3.772 -5.698
Br 0.341 1.617 -3.304
Br 0.937 4.722 -2.683
H -1.092 3.631 -3.642
C -6.321 -0.834 -3.627
Br -5.957 -0.548 -5.516
Br -5.251 -2.285 -2.895
Br -6.124 0.803 -2.595
H -7.370 -1.139 -3.547
C -1.624 8.347 -2.596
Br -3.009 6.987 -2.460
Br -0.835 8.752 -0.865
Br -0.274 7.876 -3.915
H -2.109 9.263 -2.949
C 5.839 0.345 1.376
Br 6.715 -1.049 2.411
Br 5.044 1.704 2.518
Br 7.032 1.121 0.050
H 5.019 -0.131 0.828
C 10.039 0.832 3.070
Br 10.915 -0.562 4.106
Br 9.244 2.191 4.213
Br 11.232 1.608 1.745
H 9.219 0.355 2.522
C 8.596 3.299 8.338
Br 8.943 4.976 7.415
Br 7.122 2.319 7.529
Br 10.199 2.206 8.481
H 8.290 3.553 9.358
C -5.160 -4.876 -6.316
Br -6.885 -4.098 -6.766
Br -3.686 -3.729 -6.860
Br -5.050 -5.352 -4.433
H -5.070 -5.805 -6.887
C -4.260 -8.060 -9.801
Br -5.985 -7.283 -10.251
Br -2.786 -6.914 -10.345
Br -4.150 -8.537 -7.918
H -4.170 -8.990 -10.372
C -3.055 -7.514 1.316
Br -4.968 -7.861 1.378
Br -2.299 -7.310 3.096
Br -2.108 -8.858 0.277
H -2.920 -6.557 0.800
C -8.657 -6.708 2.576
Br -9.848 -6.034 3.959
Br -9.046 -8.560 2.126
Br -8.657 -5.565 1.001
H -7.643 -6.685 2.988
C -12.394 -3.051 2.837
Br -12.622 -2.524 4.696
Br -14.102 -3.264 1.931
Br -11.213 -1.837 1.880
H -11.909 -4.033 2.840
C -9.842 -4.448 -2.610
Br -9.743 -2.729 -1.705
Br -11.135 -4.428 -4.063
Br -8.092 -5.053 -3.207
H -10.198 -5.176 -1.875
C -4.466 3.102 0.178
Br -2.795 2.546 -0.647
Br -4.172 3.975 1.892
Br -5.535 4.201 -1.020
H -5.043 2.193 0.377
C 13.181 4.227 6.403
Br 13.546 4.513 4.514
Br 14.251 2.777 7.135
Br 13.379 5.864 7.435
H 12.132 3.923 6.483
C -0.192 12.306 0.482
Br -1.917 13.083 0.032
Br 1.283 13.452 -0.062
Br -0.082 11.829 2.365
H -0.102 11.376 -0.089
C 17.407 4.641 8.901
Br 18.283 3.247 9.937
Br 16.612 6.000 10.043
Br 18.601 5.417 7.575
H 16.587 4.164 8.353
```

Properties
**Net charge**: 0
**Orbital gap**: 0.24131 hartree
**Multiplicity**: 1
**Calculated total energy**: -3394511.46878 eV
**Max |F|**: 15.07 eV Å⁻¹

***

# 4
# C21H22Cl2GaN3O4

A structure of composition C21H22Cl2GaN3O4 (ωB97M-V/def2-TZVPD, OMol25).

The geometry in XYZ format:
```
53
Properties=species:S:1:pos:R:3
Ga -1.693 0.333 1.754
O -0.018 0.638 2.783
C 0.605 0.681 1.654
N 1.856 0.857 1.335
C 2.042 0.663 -0.134
C 0.557 0.564 -0.598
O 0.122 0.507 -1.704
N -0.209 0.490 0.580
C 2.664 -0.704 -0.412
C 3.116 -1.537 0.605
C 3.654 -2.782 0.301
C 3.736 -3.200 -1.017
C 3.292 -2.365 -2.035
C 2.762 -1.121 -1.738
C 2.789 1.833 -0.739
C 2.111 2.994 -1.098
C 2.812 4.088 -1.577
C 4.194 4.029 -1.696
C 4.872 2.874 -1.339
C 4.173 1.774 -0.865
H 2.599 1.083 1.980
H 3.084 -1.225 1.642
H 4.024 -3.415 1.097
H 4.160 -4.167 -1.255
H 3.369 -2.680 -3.067
H 2.427 -0.469 -2.535
H 1.030 3.049 -1.027
H 2.280 4.985 -1.867
H 4.740 4.882 -2.075
H 5.948 2.823 -1.437
H 4.707 0.868 -0.606
C -6.136 -1.125 -0.665
N -5.365 -0.492 0.419
C -6.091 0.030 1.591
C -4.077 -0.345 0.336
C -3.307 -0.818 -0.852
O -3.488 0.259 1.336
H -7.083 -1.461 -0.257
H -5.603 -1.986 -1.058
H -6.324 -0.407 -1.462
H -7.148 -0.167 1.454
H -5.932 1.102 1.679
H -5.743 -0.465 2.495
H -3.810 -0.535 -1.776
H -3.229 -1.907 -0.836
H -2.304 -0.395 -0.874
O -2.367 3.433 2.948
C -2.197 2.406 2.555
Cl -1.739 -2.045 2.325
C -0.166 -2.748 1.664
Cl -0.217 -2.883 -0.064
H -0.106 -3.719 2.144
H 0.627 -2.082 1.989
```

Properties
**Net charge**: +2
**Orbital gap**: 0.26607 hartree
**Multiplicity**: 1
**Energy above the lowest of the compared OMol25 structures with the same formula, charge and spin**: 1.5 kcal per mole
**Calculated total energy**: -112202.58485 eV
**Max |F|**: 0.18 eV Å⁻¹

***

- Number 3 is which compound?
  C21H22BBr48NO4